40
Properties=species:S:1:pos:R:3:mulliken_charge:R:1 method="wB97M-V/def2-TZVPD" total_energy_ha=-6007.2335 homo_energy_ev=-11.17 charge=+1
H -2.3903 -2.2063 -2.1623 0.34
C 2.2778 -0.1446 0.4504 -0.11
C 4.1541 -2.3317 0.9322 -0.31
C -4.2837 2.9354 0.3304 -0.71
Br -5.7950 1.3328 -1.5017 -0.14
H -1.8812 -4.2766 -0.3924 0.35
H 3.2225 0.6485 -3.6904 0.30
C 3.9783 -1.9982 -0.6551 -0.27
C -5.4898 2.0298 0.2934 -0.64
N 1.7064 1.1438 0.0463 0.29
H 0.3291 2.7698 -0.1402 0.25
H 3.3511 -2.8572 -1.1347 0.31
H -4.2416 3.6344 -0.5065 0.38
N 3.1845 0.4737 -1.7473 0.41
H -4.2519 3.4953 1.2677 0.37
C -1.9709 -1.9882 -1.1175 -0.59
H 4.4605 -2.0915 3.3520 0.33
C -0.6084 1.3055 1.2673 0.28
H 4.2344 -0.5450 -3.0282 0.30
C -1.0616 -2.8552 1.2923 -0.47
C -0.7339 -1.3840 1.7485 -0.48
H -0.2532 -1.1294 2.7763 0.42
C 2.2597 1.5204 -1.2717 -0.10
H 2.0434 2.4853 -1.8827 0.37
H -5.4066 1.1700 0.9592 0.36
Br -2.6260 1.9032 0.2985 -0.05
C 3.2105 -0.5849 -0.7327 0.18
C 4.3697 -2.4155 2.2397 -0.27
H 5.0106 -1.9204 -1.1564 0.38
H 2.0335 -0.7004 1.4337 0.17
H -6.3968 2.5875 0.5390 0.38
H -0.8299 -3.7454 2.0047 0.32
O -1.2599 1.9516 2.1877 -0.58
H 1.2148 2.7561 1.4897 0.30
H -1.8398 0.3775 -1.4473 0.36
C 0.7307 2.0688 0.7042 -0.48
N 3.9146 0.4436 -2.9341 -1.00
C -1.6547 -0.4913 -0.7049 -0.21
C -1.6778 -3.1767 -0.1258 -0.43
C -1.0333 -0.1901 0.7190 0.67